The following is a quantum chemistry calculation of a 4-piece molecular cluster, C21H40BrN4O7 overall, from OMol25.

Properties
E_HOMO (eV): -11.3398
E_LUMO (eV): -2.71
E (a.u.): -4143.46313
Kohn-Sham gap (eV): 8.63
Charge: +1

Atoms and positions in Å:
C 0.614 0.460 0.103
C -0.870 0.879 -0.065
Br -1.953 -0.640 0.572
C -1.237 2.117 0.817
N -1.548 3.333 0.052
C -2.624 3.392 -0.722
N -3.491 2.381 -0.826
C -4.460 2.679 -1.701
C -5.675 1.970 -2.187
C -5.324 0.429 -2.463
C -5.281 -0.497 -1.120
O -4.085 0.027 -2.012
N -4.136 3.928 -2.083
N -3.038 4.406 -1.507
C -2.436 5.731 -1.695
H 0.752 -0.447 -0.506
H 1.285 1.272 -0.220
H 0.806 0.155 1.144
H -1.087 1.035 -1.127
H -0.387 2.346 1.474
H -2.079 1.823 1.458
H -0.946 4.143 0.087
H -5.905 2.283 -3.218
H -6.543 1.987 -1.521
H -5.752 -0.024 -3.371
H -4.536 -0.549 -0.294
H -5.836 0.358 -0.594
H -4.686 4.453 -2.755
H -1.487 5.740 -1.155
H -2.327 5.919 -2.773
H -3.112 6.515 -1.314
O -0.494 3.723 -4.469
C -0.932 2.617 -4.668
O -0.541 1.926 -5.742
C -0.850 0.542 -5.960
C -2.204 0.374 -6.618
C -1.991 2.042 -3.761
H -0.762 -0.029 -5.034
H -0.076 0.166 -6.627
H -3.009 0.751 -5.985
H -2.399 -0.678 -6.831
H -2.244 0.935 -7.552
H -2.967 2.400 -4.088
H -1.799 2.396 -2.754
H -1.997 0.955 -3.708
O 0.198 0.269 3.900
C 1.263 0.080 4.433
O 2.352 -0.128 3.680
C 3.692 -0.167 4.200
C 4.052 -1.545 4.710
C 1.376 -0.015 5.934
H 3.839 0.609 4.953
H 4.342 0.090 3.364
H 3.413 -1.845 5.542
H 5.087 -1.572 5.044
H 3.920 -2.286 3.927
H 1.142 -1.033 6.244
H 0.652 0.668 6.376
H 2.350 0.271 6.322
O 6.061 -3.178 3.359
C 5.618 -4.167 2.838
O 4.768 -4.952 3.524
C 4.034 -6.035 2.943
C 4.849 -7.311 2.925
C 6.066 -4.592 1.460
H 3.657 -5.767 1.955
H 3.159 -6.175 3.577
H 5.744 -7.208 2.309
H 4.258 -8.140 2.535
H 5.184 -7.561 3.932
H 6.990 -5.162 1.548
H 6.254 -3.697 0.870
H 5.326 -5.174 0.915

The following is a quantum chemistry calculation of C42H39AsN3O3PS4SbTi as an isolated structure, from OMol25.

Properties
E_HOMO (spin up / spin down) (eV): -0.8498 / -1.7117
E_LUMO (spin up / spin down) (eV): 3.98 / 3.98
E (a.u.): -7273.67881
Kohn-Sham gap (spin up / spin down) (eV): 4.83 / 5.69
ΔE to the lowest compared entry with this formula, charge and spin (eV): 1.005
Charge: -2
Multiplicity: 2

Atoms and positions in Å:
Ti 1.291 -0.319 -0.619
C -1.200 -4.391 -7.743
C -0.298 -3.335 -7.814
C 0.212 -2.779 -6.653
C -0.181 -3.238 -5.390
C -1.081 -4.299 -5.337
C -1.583 -4.873 -6.502
P 0.643 -2.448 -3.938
C -0.098 -3.438 -2.577
C -1.390 -3.223 -2.099
C -1.901 -4.005 -1.073
C -1.120 -5.001 -0.499
C 0.175 -5.210 -0.955
C 0.683 -4.430 -1.987
C -0.262 -0.862 -3.754
C -1.167 -0.437 -4.733
C -1.811 0.783 -4.616
C -1.554 1.565 -3.501
C -0.678 1.112 -2.526
C 0.019 -0.110 -2.591
H -1.595 -4.835 -8.649
H 0.015 -2.951 -8.777
H 0.928 -1.966 -6.716
H -1.401 -4.685 -4.378
H -2.282 -5.698 -6.432
H -1.984 -2.422 -2.523
H -2.904 -3.823 -0.704
H -1.513 -5.599 0.315
H 0.801 -5.964 -0.492
H 1.709 -4.552 -2.313
H -1.376 -1.059 -5.595
H -2.510 1.108 -5.380
H -2.052 2.520 -3.372
H -0.551 1.751 -1.659
S 4.211 1.409 3.102
Sb 4.396 0.093 1.181
S 3.861 -2.581 0.023
S 2.839 -1.915 -1.668
S 5.599 1.081 -0.499
N 0.697 -2.177 0.331
C -0.265 -2.114 1.438
C -1.594 -1.574 0.942
C -1.519 -0.158 0.378
O -2.541 0.443 0.101
O -0.318 0.339 0.284
H 0.409 -2.854 -0.373
H 1.628 -2.498 0.643
H 0.153 -1.457 2.202
H -0.407 -3.106 1.881
H -2.331 -1.553 1.748
H -1.999 -2.221 0.158
N 3.170 1.037 -2.784
C 3.640 2.152 -3.357
C 3.028 3.219 -2.737
C 2.217 2.633 -1.754
N 2.326 1.316 -1.794
H 3.534 0.085 -2.806
H 4.389 2.106 -4.128
H 3.169 4.266 -2.938
H 1.568 3.098 -1.029
O 2.405 0.182 0.585
As 0.287 1.320 3.524
C -1.590 1.072 4.062
C -1.935 0.734 5.370
C -3.241 0.392 5.696
C -4.225 0.375 4.717
C -3.892 0.701 3.409
C -2.586 1.047 3.087
C 0.907 2.168 5.189
C 2.115 1.741 5.730
C 2.602 2.318 6.898
C 1.886 3.321 7.533
C 0.681 3.757 6.993
C 0.199 3.184 5.826
C 0.123 2.978 2.493
C -0.971 3.836 2.524
C -0.959 5.018 1.794
C 0.154 5.355 1.036
C 1.249 4.502 1.003
C 1.232 3.311 1.716
H -1.179 0.742 6.146
H -3.489 0.136 6.720
H -5.243 0.104 4.971
H -4.640 0.682 2.626
H -2.354 1.291 2.057
H 2.699 0.991 5.209
H 3.553 1.989 7.298
H 2.269 3.773 8.441
H 0.122 4.549 7.477
H -0.737 3.533 5.404
H -1.845 3.587 3.114
H -1.822 5.673 1.817
H 0.165 6.278 0.467
H 2.124 4.757 0.418
H 2.092 2.647 1.685